This record from OMol25 describes 14 unconnected molecules or ions with the total composition C83H186N8O19 at a distorted geometry. The level of theory is the ωB97M-V functional and the def2-TZVPD basis.

Values from the calculation:
- highest occupied orbital energy (eV) = -7.91
- E_LUMO (Ha) = 0.005
- HOMO-LUMO gap (eV) = 8.03

The geometry in ORCA input format:
```
! RIJCOSX wB97M-V def2-TZVPD def2/J DEFGRID3
* xyz 0 1
C -4.07 1.54 -5.20
C -5.10 1.69 -4.09
O -4.89 0.88 -2.92
O -4.19 0.21 -5.73
H -3.07 1.72 -4.82
H -4.29 2.25 -6.00
H -6.13 1.60 -4.43
H -5.11 2.73 -3.77
H -5.64 1.11 -2.38
H -3.90 -0.41 -5.06
C -0.84 -2.76 -5.14
C -2.22 -2.65 -4.33
O -2.39 -1.28 -3.93
O 0.28 -2.43 -4.38
H -0.78 -2.13 -6.03
H -0.79 -3.84 -5.28
H -2.17 -3.31 -3.46
H -3.03 -3.10 -4.90
H -1.70 -1.16 -3.27
H 1.08 -2.75 -4.81
C -1.64 1.78 -8.23
C -1.39 0.66 -7.14
O -0.18 0.15 -7.57
O -0.53 2.72 -8.50
H -2.53 2.36 -7.99
H -1.79 1.30 -9.19
H -2.13 -0.14 -7.23
H -1.39 1.23 -6.21
H 0.20 0.99 -7.85
H -0.71 3.37 -9.19
C -6.24 3.05 1.81
C -6.18 2.55 0.36
O -5.92 1.14 0.29
O -7.41 2.54 2.41
H -6.36 4.13 1.77
H -5.44 2.85 2.52
H -5.33 2.99 -0.16
H -7.11 2.75 -0.18
H -6.54 0.77 -0.35
H -7.21 1.61 2.53
C -5.38 0.08 4.09
C -4.04 0.02 3.38
O -3.74 1.20 2.54
O -6.52 0.01 3.24
H -5.46 1.08 4.51
H -5.44 -0.64 4.91
H -3.97 -0.91 2.82
H -3.30 -0.07 4.18
H -4.29 1.12 1.76
H -6.76 -0.89 3.00
C -0.58 -0.04 5.56
C -0.37 -1.59 5.31
C 0.97 -1.95 4.60
C 2.10 -1.80 5.57
C 1.94 -2.69 6.78
C 0.62 -2.44 7.59
N -0.48 -2.37 6.58
O -1.74 -2.32 7.23
C 0.57 -3.66 8.47
C 0.72 -1.20 8.40
C -1.46 -2.10 4.39
H -0.99 0.54 4.74
H 0.33 0.50 5.82
H -1.33 0.16 6.32
H 0.89 -2.93 4.13
H 1.11 -1.06 3.98
H 2.26 -0.80 5.97
H 3.01 -2.10 5.05
H 2.76 -2.47 7.46
H 2.00 -3.75 6.55
H 1.38 -3.78 9.19
H -0.37 -3.78 9.02
H 0.50 -4.53 7.82
H -0.30 -0.96 8.72
H 1.35 -1.39 9.27
H 1.04 -0.28 7.92
H -1.55 -1.39 3.56
H -2.45 -2.20 4.84
H -1.26 -3.08 3.97
H -2.14 -3.16 6.96
C 2.50 -7.87 3.13
C 1.31 -6.83 3.08
C 1.72 -5.80 1.98
C 1.68 -6.43 0.53
C 0.29 -6.90 0.27
C -0.34 -7.79 1.33
N -0.06 -7.35 2.75
O -0.73 -8.03 3.73
C -1.91 -7.63 1.09
C 0.12 -9.21 1.00
C 1.33 -6.12 4.43
H 2.21 -8.64 3.84
H 3.47 -7.42 3.35
H 2.77 -8.38 2.20
H 1.16 -4.86 1.95
H 2.75 -5.50 2.14
H 2.36 -7.28 0.45
H 2.05 -5.71 -0.21
H 0.48 -7.41 -0.67
H -0.27 -5.98 0.05
H -2.21 -7.77 0.05
H -2.47 -8.25 1.79
H -2.10 -6.62 1.43
H -0.46 -9.60 0.16
H 1.16 -9.39 0.76
H -0.25 -9.81 1.84
H 0.36 -5.70 4.69
H 2.06 -5.32 4.57
H 1.46 -6.79 5.28
H -0.10 -8.75 3.83
C -2.91 4.59 1.35
C -1.45 4.88 1.88
C -1.30 6.47 2.14
C -2.11 6.92 3.34
C -1.63 6.16 4.52
C -1.94 4.66 4.41
N -1.21 4.21 3.20
O -1.22 2.77 3.07
C -1.28 4.00 5.63
C -3.41 4.45 4.44
C -0.38 4.55 0.83
H -3.20 3.58 1.65
H -2.93 4.56 0.27
H -3.68 5.31 1.65
H -0.23 6.63 2.22
H -1.69 7.04 1.30
H -3.17 6.85 3.09
H -1.92 7.97 3.58
H -2.08 6.62 5.40
H -0.54 6.18 4.52
H -0.20 4.05 5.69
H -1.74 4.43 6.52
H -1.44 2.92 5.73
H -3.78 4.93 5.34
H -4.00 4.85 3.62
H -3.62 3.38 4.51
H 0.60 4.83 1.23
H -0.45 4.99 -0.17
H -0.26 3.51 0.54
H -2.08 2.55 2.69
C 4.06 -0.16 -0.54
C 5.12 -1.19 -1.01
C 6.52 -0.74 -0.56
C 6.75 -0.95 0.94
C 6.41 -2.45 1.27
C 5.05 -3.06 0.81
N 4.89 -2.62 -0.59
O 3.77 -3.10 -1.18
C 5.14 -4.61 0.92
C 3.91 -2.56 1.72
C 5.14 -1.12 -2.57
H 4.22 0.08 0.51
H 3.10 -0.67 -0.56
H 4.04 0.81 -1.04
H 7.35 -1.23 -1.07
H 6.82 0.28 -0.80
H 6.26 -0.17 1.53
H 7.82 -0.74 1.00
H 6.32 -2.54 2.35
H 7.21 -3.17 1.11
H 6.03 -5.03 0.44
H 5.34 -4.92 1.94
H 4.27 -5.19 0.63
H 2.99 -2.45 1.14
H 3.71 -3.30 2.49
H 4.05 -1.54 2.09
H 4.12 -1.09 -2.95
H 5.73 -1.88 -3.09
H 5.66 -0.27 -3.02
H 3.04 -2.68 -0.72
C -4.90 -5.00 -1.68
C -5.50 -4.46 -0.33
C -5.71 -2.91 -0.35
C -7.08 -2.28 -0.56
C -7.88 -3.26 -1.41
C -8.05 -4.74 -0.84
N -6.80 -5.08 -0.09
O -6.80 -6.40 0.33
C -9.27 -4.61 0.14
C -8.40 -5.69 -2.02
C -4.57 -4.82 0.89
H -5.37 -4.75 -2.63
H -4.96 -6.08 -1.65
H -3.82 -4.85 -1.75
H -5.27 -2.32 0.46
H -5.13 -2.53 -1.18
H -7.00 -1.33 -1.09
H -7.59 -2.16 0.39
H -7.55 -3.30 -2.45
H -8.85 -2.78 -1.57
H -9.35 -5.51 0.74
H -8.99 -3.84 0.85
H -10.25 -4.41 -0.30
H -7.68 -5.49 -2.81
H -8.31 -6.74 -1.74
H -9.40 -5.59 -2.44
H -5.03 -4.80 1.88
H -3.66 -4.21 0.88
H -4.30 -5.86 0.71
H -7.12 -6.34 1.23
C 4.78 5.64 -0.59
C 4.84 4.32 0.22
C 5.92 3.42 -0.39
C 7.32 3.70 0.13
C 7.39 3.81 1.66
C 6.40 4.82 2.30
N 5.00 4.58 1.68
O 3.96 5.36 2.19
C 6.33 4.59 3.79
C 6.85 6.31 2.01
C 3.50 3.60 0.09
H 5.69 6.24 -0.63
H 4.01 6.34 -0.27
H 4.58 5.54 -1.66
H 5.65 2.37 -0.38
H 6.15 3.52 -1.45
H 7.70 4.65 -0.24
H 7.96 2.87 -0.16
H 8.37 4.07 2.07
H 7.25 2.79 2.01
H 7.31 4.57 4.28
H 5.60 5.28 4.21
H 5.87 3.63 4.01
H 6.13 7.02 2.42
H 7.78 6.64 2.47
H 6.91 6.41 0.93
H 2.63 4.05 0.57
H 3.49 2.56 0.44
H 3.22 3.55 -0.97
H 3.30 4.79 2.60
C 0.05 0.90 -3.58
C -0.20 0.83 -1.99
C -1.63 1.43 -1.79
C -2.28 1.10 -0.48
C -2.34 -0.43 -0.30
C -0.95 -1.13 -0.31
N -0.19 -0.62 -1.54
O 0.95 -1.28 -1.92
C -0.07 -0.84 0.96
C -1.18 -2.69 -0.37
C 0.84 1.77 -1.41
H 1.03 0.53 -3.86
H 0.05 1.96 -3.83
H -0.72 0.48 -4.23
H -1.62 2.51 -1.71
H -2.36 1.27 -2.58
H -3.33 1.38 -0.51
H -1.86 1.57 0.41
H -2.91 -0.85 -1.12
H -2.80 -0.61 0.67
H -0.28 -1.55 1.76
H 0.99 -0.96 0.69
H -0.12 0.15 1.41
H -0.25 -3.15 -0.05
H -1.98 -3.01 0.30
H -1.33 -3.09 -1.37
H 1.88 1.48 -1.58
H 0.70 1.88 -0.34
H 0.72 2.80 -1.75
H 0.70 -1.66 -2.77
C 6.30 4.58 -7.44
C 4.83 4.69 -6.97
C 3.91 3.95 -7.91
C 2.52 3.64 -7.39
C 2.61 2.93 -6.06
C 3.50 3.60 -5.03
N 4.76 4.07 -5.65
O 5.57 4.63 -4.70
C 2.72 4.78 -4.32
C 3.76 2.49 -4.04
C 4.37 6.19 -6.97
H 6.57 3.53 -7.52
H 7.01 5.24 -6.94
H 6.36 4.96 -8.46
H 3.77 4.59 -8.79
H 4.34 3.02 -8.29
H 1.96 3.18 -8.21
H 1.87 4.50 -7.28
H 2.96 1.92 -6.25
H 1.60 2.89 -5.67
H 2.28 5.47 -5.04
H 1.89 4.34 -3.77
H 3.31 5.43 -3.68
H 2.85 1.96 -3.77
H 4.37 1.71 -4.49
H 4.27 2.87 -3.16
H 4.67 6.79 -6.11
H 3.29 6.21 -7.05
H 4.78 6.74 -7.82
H 6.11 3.87 -4.47
C -1.67 4.74 -3.60
O -1.93 5.92 -4.21
H -1.06 4.08 -4.21
H -0.95 4.90 -2.79
H -2.55 4.28 -3.16
H -2.54 5.78 -4.93
*
```